C26H41NPSSe2Si4TeV | ωB97M-V with the def2-TZVPD basis set

Each line ends with the Mulliken spin population.
Atoms and positions in Å:
V: 0.2112 -1.7273 1.3882  2.034
Se: -1.2597 -1.6530 -0.0423  -0.040
P: -2.2989 -3.1778 0.8796  0.007
Se: -0.7504 -3.8271 2.1319  -0.051
C: -3.0521 -4.3646 -0.2692  -0.004
C: -3.7876 -3.8584 -1.3380  0.001
C: -4.3689 -4.7260 -2.2434  0.000
C: -4.1892 -6.0941 -2.0982  0.000
C: -3.4257 -6.5951 -1.0555  0.001
C: -2.8556 -5.7319 -0.1362  0.005
C: -3.7331 -2.5254 1.7947  0.002
C: -4.5828 -1.5920 1.2081  0.000
C: -5.6656 -1.1092 1.9220  0.001
C: -5.8793 -1.5296 3.2258  0.000
C: -5.0139 -2.4334 3.8223  0.000
C: -3.9450 -2.9382 3.1045  -0.001
H: -3.8912 -2.7863 -1.4685  0.001
H: -4.9531 -4.3255 -3.0611  0.000
H: -4.6387 -6.7727 -2.8101  0.000
H: -3.2730 -7.6610 -0.9568  0.000
H: -2.2627 -6.1251 0.6819  0.002
H: -4.3952 -1.2334 0.2009  0.000
H: -6.3368 -0.4028 1.4520  0.000
H: -6.7227 -1.1474 3.7844  0.000
H: -5.1693 -2.7526 4.8436  0.000
H: -3.2777 -3.6582 3.5646  -0.001
S: 1.9041 -2.3991 2.7159  0.020
C: 0.7879 -1.3851 3.5246  0.035
C: 0.4891 -1.4025 4.8892  -0.010
C: -0.3239 -0.4136 5.4026  0.053
C: -0.8735 0.5586 4.5563  -0.036
C: -0.6180 0.4761 3.2104  0.069
N: 0.1794 -0.4835 2.7119  -0.096
H: 0.9281 -2.1613 5.5228  -0.005
H: -0.5317 -0.3967 6.4633  0.004
H: -1.4875 1.3561 4.9456  -0.001
H: -1.0252 1.1596 2.4684  0.005
C: -0.6104 2.1015 -3.5277  -0.001
Si: 1.2772 1.8195 -3.5262  0.004
C: 1.6734 0.1524 -4.3728  -0.001
C: 2.1754 3.2823 -4.3882  0.000
Si: 2.0364 1.5990 -1.2619  0.005
Te: 0.5961 -0.0671 -0.4221  -0.011
Si: 4.3500 1.3508 -1.1011  0.005
C: 4.8197 1.0775 0.7445  -0.002
C: 4.8038 -0.3165 -1.9420  0.000
C: 5.4393 2.7590 -1.8193  0.002
Si: 1.6213 3.7085 -0.1621  0.001
C: 2.4664 5.3426 -0.7235  0.000
C: -0.2768 3.9662 -0.2883  -0.001
C: 1.9971 3.3913 1.6954  -0.002
H: -1.0829 1.8334 -4.4698  0.000
H: -0.8634 3.1338 -3.3004  0.000
H: -1.0201 1.4640 -2.7391  0.000
H: 1.1443 -0.0010 -5.3107  0.000
H: 1.3611 -0.6236 -3.6687  -0.001
H: 2.7386 0.0334 -4.5560  0.000
H: 1.8833 3.4140 -5.4283  0.000
H: 3.2521 3.1343 -4.3494  0.000
H: 1.9572 4.2028 -3.8510  0.000
H: 4.0652 0.4157 1.1752  0.004
H: 4.8112 2.0008 1.3181  0.000
H: 5.7953 0.6106 0.8630  0.000
H: 3.9964 -1.0137 -1.7078  -0.001
H: 5.7397 -0.7359 -1.5796  0.000
H: 4.8614 -0.2317 -3.0243  0.000
H: 5.1965 3.7056 -1.3413  -0.001
H: 5.2494 2.8783 -2.8837  0.000
H: 6.5030 2.5700 -1.6843  0.000
H: 2.3350 5.4800 -1.7946  0.000
H: 3.5354 5.3350 -0.5244  0.000
H: 2.0402 6.2085 -0.2191  0.000
H: -0.5581 4.5933 -1.1303  0.000
H: -0.7075 4.4010 0.6110  0.000
H: -0.7145 2.9756 -0.4410  0.001
H: 3.0581 3.4526 1.9235  0.000
H: 1.6730 2.3687 1.9056  0.003
H: 1.4700 4.0668 2.3661  0.000

Force components x, y, z for each atom (eV/Å):
4.57 -1.74 2.13
-8.23 -0.15 -6.95
-3.22 -1.93 0.64
0.26 -2.01 1.21
0.40 0.04 0.07
0.02 0.06 0.08
-0.02 0.07 -0.01
-0.04 -0.09 -0.08
-0.09 -0.10 -0.07
0.00 0.03 0.15
0.36 -0.10 0.15
0.07 -0.06 -0.08
-0.02 0.04 -0.10
-0.10 0.04 0.14
-0.12 0.03 0.02
0.01 -0.11 -0.02
-0.02 -0.06 -0.01
0.00 -0.07 -0.04
-0.01 -0.03 -0.03
-0.01 -0.03 -0.01
0.03 0.07 -0.02
-0.02 -0.03 0.08
-0.02 0.04 0.06
-0.03 0.03 0.01
-0.05 0.01 0.03
0.03 0.07 -0.04
1.85 -0.50 1.03
0.77 0.56 0.89
-0.31 0.27 0.50
0.21 -0.40 -0.15
0.06 0.12 -0.27
-0.26 0.22 0.05
-0.21 1.51 2.74
0.03 0.04 -0.06
-0.03 0.05 0.04
-0.04 0.02 -0.02
0.01 -0.06 0.16
0.59 -0.24 0.24
0.18 -0.03 -0.28
-0.24 0.47 0.43
-0.29 -0.55 0.47
1.43 2.61 -0.94
2.89 2.99 -1.79
1.25 -0.88 0.28
-0.52 0.20 -0.59
-0.38 0.58 0.21
-0.72 -0.33 0.14
-0.54 0.19 0.61
-0.08 -0.80 -0.03
0.55 -0.34 -0.03
-0.10 -0.08 -0.65
0.04 -0.06 -0.15
0.00 0.13 0.08
-0.15 0.04 -0.07
-0.10 0.06 -0.10
0.02 -0.11 -0.10
0.14 0.02 0.03
-0.09 -0.06 -0.09
0.15 -0.04 -0.04
-0.05 0.15 0.03
0.03 -0.08 0.12
-0.01 0.14 0.07
0.10 -0.05 -0.12
0.04 -0.14 -0.01
0.11 0.03 0.08
-0.01 0.02 -0.17
0.01 0.14 0.08
0.01 0.02 -0.16
0.03 -0.15 0.10
-0.02 0.07 -0.14
0.14 -0.03 0.03
-0.15 -0.04 0.12
0.01 0.06 -0.17
0.02 0.07 0.15
-0.18 0.08 0.04
0.15 -0.01 -0.02
0.00 -0.03 0.14
-0.12 0.13 -0.01

Computed properties:
E   -8982.514105 hartree
Net charge   0
Largest force on an atom   10.78 eV/Å
ΔE to the lowest compared entry with this formula, charge and spin   6.0773 eV
Multiplicity   3
Frontier orbital gap (spin up / spin down)   6.4 / 6.7 eV